1.
The following is a DFT calculation (wB97M-V/def2-TZVPD) of a structure of composition C8H16F3N2O6S2.

Element x y z (Å)
C1 2.08 0.84 -1.38
S1 1.03 2.12 -2.07
O1 1.52 2.36 -3.41
O2 1.12 3.25 -1.17
N1 -0.36 1.33 -2.00
S2 -1.69 2.05 -2.53
O3 -2.04 3.24 -1.79
O4 -1.78 2.15 -3.97
C2 -2.84 0.77 -2.02
C3 -3.40 0.95 -0.61
C4 -4.92 0.93 -0.55
N2 -5.46 -0.43 -0.76
H1 2.82 0.59 -2.14
H2 1.51 -0.04 -1.11
H3 2.56 1.22 -0.48
H4 -3.63 0.75 -2.79
H5 -2.28 -0.16 -2.10
H6 -3.05 1.90 -0.20
H7 -3.04 0.15 0.04
H8 -5.24 1.26 0.44
H9 -5.33 1.65 -1.27
H10 -5.33 -0.70 -1.73
H11 -6.46 -0.39 -0.62
C5 4.58 -1.19 3.82
C6 3.22 -0.74 3.33
O5 2.93 -1.31 2.04
C7 2.48 -2.55 2.03
O6 2.29 -3.26 2.96
C8 2.15 -2.95 0.58
F1 3.15 -2.63 -0.25
F2 1.05 -2.32 0.17
F3 1.95 -4.26 0.49
H12 5.35 -0.94 3.09
H13 4.81 -0.68 4.76
H14 4.60 -2.26 3.99
H15 3.20 0.33 3.17
H16 2.43 -1.00 4.02

Computed properties:
total charge	-1
total energy	-53644.9907	eV
frontier orbital gap	7.5	eV


2.
The following is a DFT calculation (wB97M-V/def2-TZVPD) of a cluster of 2 separate species, C8H13N3O in total in a non-equilibrium geometry.

Element x y z (Å)
C1 -2.45 -1.82 -0.01
C2 -1.03 -1.30 -0.12
C3 -0.90 0.00 -0.92
C4 -1.61 1.24 -0.39
C5 -0.96 2.05 0.62
C6 2.57 0.11 1.11
C7 2.55 1.24 0.33
C8 2.49 -1.09 0.43
H1 -2.52 -2.75 0.54
H2 -2.91 -2.01 -0.99
H3 -3.07 -1.09 0.51
H4 -0.62 -1.16 0.90
H5 -0.40 -2.04 -0.62
H6 -1.23 -0.14 -1.94
H7 0.17 0.31 -0.95
H8 -2.70 1.27 -0.47
H9 -1.54 2.68 1.28
H10 0.01 1.71 1.02
H11 2.59 0.10 2.20
H12 2.55 2.24 0.75
H13 2.43 -2.06 0.90
N1 2.49 1.16 -0.97
N2 2.54 0.01 -1.58
N3 2.51 -1.11 -0.90
O1 -0.93 2.47 -0.73

Computed properties:
energy relative to the best compared isomer or geometry (same formula, charge and spin)	3.927	eV
total energy	-15021.1040	eV
frontier orbital gap	10.0	eV


Question: Number 2 is which compound?
Answer: C8H13N3O